Here is a 4-piece molecular cluster, CH9NO4 overall in a non-equilibrium geometry from OMol25. Energies are from ωB97M-V with the def2-TZVPD basis set.

Bonds (Å) are listed after each position.
CARTESIAN COORDINATES (ANGSTROEM)
1 N 1.550 0.389 0.617  C2 1.337, H4 1.125, H5 0.999
2 C 2.059 1.625 0.631  N1 1.337, O3 1.229, H6 1.070
3 O 1.570 2.430 -0.158  C2 1.229
4 H 1.808 -0.209 1.534  N1 1.125
5 H 0.793 0.100 0.032  N1 0.999
6 H 2.873 1.842 1.290  C2 1.070
7 O -0.869 1.730 -1.466  H8 0.973, H9 1.007
8 H -0.112 2.057 -0.949  O7 0.973
9 H -1.644 2.319 -1.724  O7 1.007
10 O 0.240 -2.453 0.560  H11 0.960, H12 0.985
11 H 0.137 -2.222 -0.366  O10 0.960
12 H -0.562 -3.012 0.679  O10 0.985
13 O -2.479 -1.816 -0.183  H14 0.897, H15 0.889
14 H -2.913 -1.384 0.472  O13 0.897
15 H -2.451 -1.399 -0.967  O13 0.889

Properties
Relative energy (zero: lowest compared OMol25 entry of this formula, charge and spin)   37.2 kcal per mole
Electronic energy   -10862.576 eV
E_HOMO   -10.2 eV
Orbital gap   10.88 eV
Lowest unoccupied orbital energy   0.64 eV
Molar mass   99.09 u